Record 1
Density functional theory data (ωB97M-V with the def2-TZVPD basis set) for a 4-piece molecular cluster, H8O4 overall.

The HOMO-LUMO gap is 11.35 eV. The total energy is -8318.949 eV. The value obtained for the HOMO energy is -10.7 eV. The multiplicity is 1. The SMILES is O.O.O.O. The calculation puts the energy above the lowest of the compared OMol25 structures with the same formula, charge and spin at 1.7267 eV.

XYZ file:
```
12
Properties=species:S:1:pos:R:3:forces:R:3
O -1.0176 -2.5292 1.0913 -2.0 0.4 -1.7
H -1.8406 -2.0032 1.1833 0.3 -0.6 -0.4
H -0.6426 -2.3662 1.9163 1.4 0.1 2.4
O 2.9774 0.2628 -0.1587 -1.8 5.4 -0.4
H 3.0224 1.2448 -0.6567 0.2 -4.6 1.8
H 3.5504 -0.3712 -0.5137 1.5 -0.9 -1.3
O -0.0176 -0.0952 0.0853 -0.9 1.1 -0.2
H 0.9204 -0.1792 0.0063 1.2 0.0 -0.1
H -0.3246 -0.8992 0.4813 -0.1 -0.9 0.1
O -2.0526 2.6458 -0.9997 -1.2 -1.7 -1.6
H -2.3506 2.4808 -1.9857 0.8 0.1 3.3
H -2.2246 1.8088 -0.4497 0.4 1.7 -1.7
```
Forces are in eV/Å.

Mulliken atomic charge list, values in e, 6 entries:
1 O -0.710
2 H 0.353
3 H 0.340
4 O -0.694
5 H 0.353
6 H 0.310

Record 2
Density functional theory data (ωB97M-V with the def2-TZVPD basis set) for C4H6O2S as an isolated structure.

The HOMO-LUMO gap is 8.30 eV. The total energy is -19170.251 eV. The value obtained for the HOMO energy is -9.2 eV. The multiplicity is 1. The calculation puts the energy above the lowest of the compared OMol25 structures with the same formula, charge and spin at 5.0555 eV.

XYZ file:
```
13
Properties=species:S:1:pos:R:3:forces:R:3
C 0.4628 1.1126 1.5851 -4.4 3.1 3.5
C 1.3445 0.0411 1.2941 -3.0 -4.3 -4.8
C 1.0088 -1.0455 0.5016 -0.7 -1.0 0.2
C -0.1522 -0.9477 -0.5482 1.5 -1.5 -2.6
H -0.7189 2.3003 0.3072 4.6 -0.4 1.9
H 0.7969 1.5011 2.6071 -0.1 -0.1 -1.4
H -0.6003 0.5905 2.0219 2.3 1.5 -1.9
H 2.0790 0.0288 1.9509 3.8 -0.9 2.5
H 1.4242 -2.1976 0.5890 -0.6 3.5 -0.4
H -0.4221 -1.4742 -2.6529 1.8 -2.0 5.3
O 0.3229 2.3097 0.7565 -4.3 -1.5 -1.2
O 0.0575 -1.9530 -1.5708 -1.3 3.2 -2.3
S -1.3491 0.0896 -0.9565 0.3 0.3 1.1
```
Forces are in eV/Å.

Mulliken atomic charge list, values in e, 6 entries:
1 C -0.595
2 C -0.050
3 C -0.425
4 C 0.588
5 H 0.331
6 H 0.297

Record 3
Density functional theory data (ωB97M-V with the def2-TZVPD basis set) for the molecule C4H11NOS.

The HOMO-LUMO gap is 8.11 eV. The total energy is -18693.874 eV. The value obtained for the HOMO energy is -7.9 eV. The multiplicity is 1. The SMILES is CC=[S@@H](=O)N(C)C. The calculation puts the energy above the lowest of the compared OMol25 structures with the same formula, charge and spin at 6.0446 eV.

XYZ file:
```
18
Properties=species:S:1:pos:R:3:forces:R:3
C 0.3550 -1.9869 -0.8178 -0.5 2.9 -0.5
C 0.8814 -2.5818 0.4065 1.1 -3.0 -0.3
C -0.9054 1.6764 1.1510 0.0 0.5 -0.1
C 0.5126 1.9383 -0.8409 -1.1 0.8 -0.8
N -0.7142 1.3943 -0.2407 1.2 -1.6 -0.4
O -1.7579 -0.8743 0.4990 0.2 -0.3 0.4
S -0.7173 -0.4996 -0.4475 1.0 -0.4 0.3
H 1.1678 -1.7492 -1.5279 -0.7 0.2 -0.2
H 1.9674 -2.7953 0.5562 -0.6 1.1 -0.2
H 0.4892 -3.6094 0.4691 -0.2 0.0 -0.2
H 0.4073 -2.1611 1.2176 -0.6 1.1 2.3
H -0.8062 2.7512 1.3147 -0.6 0.1 -0.1
H -1.8723 1.2340 1.3937 0.3 0.5 0.7
H -0.0827 1.2864 1.7203 0.3 -0.6 0.8
H 0.6742 1.2961 -1.6895 0.6 -0.3 -0.6
H 0.2215 2.9188 -1.3124 0.6 -0.6 0.7
H 1.4671 2.0193 -0.2738 -0.8 -0.1 0.1
H -1.2875 -0.2571 -1.5775 -0.2 -0.1 -1.9
```
Forces are in eV/Å.

Mulliken atomic charge list, values in e, 6 entries:
1 C -0.281
2 C -0.956
3 C -0.896
4 C -0.846
5 N -0.230
6 O -0.577

Record 4
Density functional theory data (ωB97M-V with the def2-TZVPD basis set) for a 2-piece molecular cluster, CHN2O4 overall.

The HOMO-LUMO gap (spin up / spin down) is 5.01 / 8.94 eV. The total energy is -12217.186 eV. As for the net charge: -1. The value obtained for the HOMO energy (spin up / spin down) is -1.3 / -5.2 eV. The multiplicity is 3. The calculation puts the energy above the lowest of the compared OMol25 structures with the same formula, charge and spin at 1.1731 eV.

XYZ file:
```
8
Properties=species:S:1:pos:R:3:forces:R:3
C 1.4208 0.4403 -1.3232 0.5 -0.7 2.6
N 0.8835 -0.6362 -1.7696 -3.7 -3.1 -9.9
N -1.3593 -0.1949 1.2050 0.4 -1.9 -0.9
O 1.3679 -0.3727 -0.2427 2.6 2.9 7.7
O 1.8234 1.5477 -1.5528 0.2 0.9 -0.2
O -1.4012 0.2393 2.3049 0.2 1.5 2.2
O -2.2980 -0.6345 0.5985 -1.1 -0.1 -1.0
H -0.4373 -0.3890 0.7799 0.9 0.5 -0.5
```
Forces are in eV/Å.

Mulliken atomic charge list, values in e, 6 entries:
1 C 0.826
2 N -0.552
3 N 0.761
4 O -0.620
5 O -0.655
6 O -0.526

Copy entry 2 word for word.
Density functional theory data (ωB97M-V with the def2-TZVPD basis set) for C4H6O2S as an isolated structure.

The HOMO-LUMO gap is 8.30 eV. The total energy is -19170.251 eV. The value obtained for the HOMO energy is -9.2 eV. The multiplicity is 1. The calculation puts the energy above the lowest of the compared OMol25 structures with the same formula, charge and spin at 5.0555 eV.

XYZ file:
```
13
Properties=species:S:1:pos:R:3:forces:R:3
C 0.4628 1.1126 1.5851 -4.4 3.1 3.5
C 1.3445 0.0411 1.2941 -3.0 -4.3 -4.8
C 1.0088 -1.0455 0.5016 -0.7 -1.0 0.2
C -0.1522 -0.9477 -0.5482 1.5 -1.5 -2.6
H -0.7189 2.3003 0.3072 4.6 -0.4 1.9
H 0.7969 1.5011 2.6071 -0.1 -0.1 -1.4
H -0.6003 0.5905 2.0219 2.3 1.5 -1.9
H 2.0790 0.0288 1.9509 3.8 -0.9 2.5
H 1.4242 -2.1976 0.5890 -0.6 3.5 -0.4
H -0.4221 -1.4742 -2.6529 1.8 -2.0 5.3
O 0.3229 2.3097 0.7565 -4.3 -1.5 -1.2
O 0.0575 -1.9530 -1.5708 -1.3 3.2 -2.3
S -1.3491 0.0896 -0.9565 0.3 0.3 1.1
```
Forces are in eV/Å.

Mulliken atomic charge list, values in e, 6 entries:
1 C -0.595
2 C -0.050
3 C -0.425
4 C 0.588
5 H 0.331
6 H 0.297